9
Properties=species:S:1:pos:R:3:forces:R:3 method="wB97M-V/def2-TZVPD" e_homo_ev="-8.522 / -8.265" lumo_ev="-1.14 / -1.31" total_energy_ev=-36114.642 molar_mass_g_mol=137.25 charge=0 relative_energy_ev=3.483 max_force_ha_per_bohr=0.068
S 0.93510 0.98893 -0.47066 0.63 0.71 0.86
C 0.49169 -0.15694 -1.89383 2.08 1.74 -0.15
S -0.87060 -1.80356 -0.48715 -1.55 -1.68 2.62
H 1.08967 0.14417 -2.80478 -1.06 -0.47 1.02
H -1.53163 0.42990 2.68049 0.61 -0.27 -0.13
S -1.01940 1.29927 1.78579 -0.16 1.05 -0.35
H 0.63051 -0.30502 1.69122 1.33 -1.58 0.56
C 0.43383 0.56010 1.15720 -2.19 0.47 -1.91
N -0.15917 -1.15684 -1.65828 0.32 0.04 -2.52